Record 1
The following is a quantum chemistry calculation of a cluster of 12 separate species, C4H32NO12S in total, from OMol25.

Last column: Löwdin charge in e.
Positions of all 50 atoms, in Å:
C  0.99375  -0.56820  0.31581  -0.192
N  1.25577  0.57562  -0.69882  -0.043
C  0.02182  0.88685  -1.48868  -0.234
O  -0.90752  1.48393  -0.65208  -0.048
C  2.32642  -0.99531  0.98566  -0.225
C  2.22377  -0.64364  2.47422  -0.511
S  1.94237  1.16737  2.82947  0.685
H  0.21953  -0.44577  0.79248  -0.032
H  0.61796  -1.44948  -0.30570  0.124
H  1.63909  1.32262  -0.13509  0.047
H  0.12545  1.61197  -2.27138  0.122
H  -0.16818  -0.11662  -1.86958  0.098
H  2.95668  -0.32186  0.48769  0.051
H  2.73351  -2.09484  0.95558  0.156
H  3.11150  -1.16882  2.95394  0.099
H  1.26023  -1.11778  2.75334  0.058
H  0.96201  1.67688  2.02955  -0.146
H  1.53013  -3.47160  -2.74610  0.048
H  1.99399  -2.30596  -2.05374  -0.014
O  2.33812  -3.14756  -2.30141  -0.053
H  -1.33318  -0.32266  1.96900  -0.009
H  -3.76567  -0.39102  -1.44032  0.013
O  -1.94787  0.15139  1.52796  -0.048
H  -2.28502  -2.14186  -3.28238  0.012
H  -1.92072  -1.24870  -2.12618  0.030
O  -1.81235  -1.32146  -3.16048  -0.111
H  -4.21289  1.22621  0.60294  -0.087
H  -3.23414  1.29073  1.57162  -0.032
O  -4.10977  1.59669  1.39418  -0.014
H  2.20462  3.61812  -0.18065  -0.076
H  3.13418  3.40263  1.01509  0.062
O  2.95195  3.22993  0.05549  -0.022
H  -1.68340  -2.71827  -1.03888  0.000
H  -1.93426  -4.29100  -0.91398  0.020
O  -1.54419  -3.63697  -1.48123  -0.122
H  -3.35107  -1.84540  -0.04855  -0.045
H  -2.25487  -0.66910  1.10879  -0.008
O  -2.51113  -1.55972  -0.11790  -0.297
H  -1.48801  -2.48142  0.66928  -0.040
H  -0.36799  -3.45762  0.59641  0.056
O  -0.82542  -2.89748  1.30774  -0.141
H  -0.70732  3.59255  0.80454  0.042
H  -0.32792  4.25210  -0.28299  0.034
O  -0.04544  4.29852  0.63748  -0.069
H  3.30954  -0.08722  -2.52658  0.000
H  3.00341  0.54357  -1.11231  0.009
O  3.73973  0.34947  -1.80044  -0.118
H  -2.99600  0.93682  -1.34847  0.053
H  -1.20215  0.92226  0.04783  0.013
O  -3.93011  0.57391  -1.50648  -0.098

Forces on the atoms, in the same order (eV/Å):
7.411 -3.126 -8.519
-0.625 -1.422 0.843
2.059 -0.730 2.063
-1.112 1.316 -1.056
-1.206 -0.477 1.103
-0.975 -1.012 -0.816
1.047 0.168 0.762
-7.286 1.865 6.003
0.690 0.906 0.221
-0.405 0.851 -0.168
0.800 0.071 -0.590
-0.939 0.240 -0.314
1.922 0.263 -0.301
-1.259 2.004 -0.615
-1.140 1.600 0.262
0.885 -0.089 0.544
0.260 -1.094 -0.077
0.608 -0.368 0.167
0.092 1.415 0.715
-0.776 -1.005 -0.804
3.890 -1.461 3.346
-0.013 0.823 0.030
-1.595 2.416 -0.807
-0.084 -0.580 -0.321
0.218 0.128 -2.605
-0.181 0.571 2.936
-1.399 -2.239 -5.571
1.060 -0.248 0.968
-0.273 2.823 4.603
-5.351 2.929 -1.161
-0.626 -0.210 -1.467
5.871 -2.737 2.698
-0.548 -1.781 -0.424
-0.347 -0.169 0.535
0.651 1.367 -0.366
-4.505 -1.752 0.353
-1.608 -0.500 -2.095
4.418 1.184 -1.183
-0.104 0.239 1.115
-0.494 0.911 1.818
0.866 -1.295 -2.143
0.568 0.076 1.288
0.737 0.946 -0.842
-1.277 -1.163 -0.545
-0.479 -0.227 -0.250
1.185 -0.552 -2.337
-0.125 0.702 1.741
-1.808 -0.629 -0.371
-0.501 -1.123 1.253
1.806 0.171 0.382

Properties
* energy above the lowest of the compared OMol25 structures with the same formula, charge and spin: 5.835 eV
* net charge: -1
* multiplicity: 1
* Kohn-Sham gap: 9.4 eV
* E_tot: -41561.6455 eV

Record 2
The following is a quantum chemistry calculation of a cluster of 12 separate species, C4H32O12 in total, from OMol25.

Last column: Löwdin charge in e.
Positions of all 48 atoms, in Å:
C  -0.84862  0.96611  1.81228  -0.066
C  -1.22262  0.60056  0.37076  -0.230
C  -2.07855  -0.67918  0.36850  -0.409
C  -2.21858  -1.16610  -1.04460  -0.042
O  -3.29868  -0.39557  1.09994  -0.069
H  0.04002  0.42924  2.14500  0.071
H  -1.62875  0.76783  2.53720  0.080
H  -0.67847  2.05319  1.79865  0.064
H  -1.84288  1.40520  -0.10633  0.095
H  -0.39124  0.49065  -0.36789  0.104
H  -1.58917  -1.45351  0.97336  0.137
H  -2.20848  -0.38931  -1.79244  0.065
H  -1.37116  -1.84904  -1.28451  0.093
H  -3.06778  -1.83970  -1.21500  0.085
H  -4.04729  -0.66461  0.55779  0.096
H  3.75390  -1.49173  -0.32162  0.043
H  4.89770  -0.84306  -0.97570  0.074
O  4.07660  -1.29182  -1.21736  -0.041
H  1.74411  -3.05399  1.99068  0.027
H  2.32225  -1.62457  2.29358  0.007
O  1.80023  -2.36732  2.66789  -0.069
H  1.13197  2.01764  -0.25175  0.022
H  2.35846  2.66833  0.28082  0.072
O  2.07100  1.80384  -0.03483  -0.066
H  -0.80339  3.51739  -1.02532  0.049
H  -0.98928  3.16818  0.44636  0.036
O  -0.33832  3.14800  -0.26338  -0.075
H  2.42726  0.45495  1.07257  0.028
H  3.83371  0.36671  1.66738  0.069
O  3.03474  -0.17118  1.55450  -0.079
H  2.85526  -0.50508  -2.04216  0.012
H  1.66804  0.32222  -1.78605  0.026
O  1.95978  -0.34317  -2.42897  -0.076
H  1.31562  -2.40327  -0.20086  0.027
H  1.93055  -3.69092  -0.84918  0.054
O  1.44058  -3.35192  -0.09363  -0.043
H  -0.58398  2.71013  -3.30522  0.043
H  -1.29561  1.44674  -2.96506  -0.001
O  -1.28941  2.38459  -2.73967  -0.066
H  -4.64883  2.25374  0.86026  0.040
H  -3.66271  1.35214  1.47780  0.024
O  -3.70142  2.25019  1.05639  -0.080
H  0.81267  -0.04268  -3.62067  -0.001
H  -0.41843  -0.39745  -4.49950  0.048
O  -0.01022  0.32330  -4.01417  -0.074
H  -1.17679  -2.51728  3.65309  0.021
H  0.35561  -2.14460  3.57955  -0.025
O  -0.41938  -2.22381  4.18150  -0.100

Forces on the atoms, in the same order (eV/Å):
0.545 0.817 -0.907
-1.144 -0.316 -0.401
0.798 0.451 0.504
0.107 -1.714 -0.492
-0.102 -0.466 -0.572
0.080 0.147 0.056
-0.269 -0.110 -0.118
0.339 -0.477 0.728
0.382 -0.954 0.575
-0.229 -0.150 0.916
0.086 0.055 -0.142
-0.225 0.410 -0.130
-0.239 0.640 0.225
-0.216 0.318 0.149
0.041 -0.055 0.005
-0.379 -0.060 -0.193
0.094 0.053 -0.508
0.639 -0.068 0.988
0.085 0.125 -0.066
-0.285 -0.456 0.212
0.368 0.273 -0.230
0.187 -0.022 0.171
0.234 -0.047 0.013
-0.698 0.248 -0.233
0.040 -0.440 -0.167
-0.009 0.063 -0.046
0.239 0.908 0.169
0.533 -0.394 0.313
-0.264 -0.330 0.152
-0.048 0.697 -0.574
-0.263 -0.430 -0.670
-0.300 0.064 -0.329
0.458 0.420 1.132
0.063 -0.052 -0.387
-0.044 0.303 -0.077
-0.040 -0.161 0.377
0.026 -0.009 -0.168
0.195 -0.101 -0.034
-0.226 0.386 -0.011
0.162 0.590 -0.187
0.637 0.754 -0.547
-0.848 -0.769 0.657
-0.284 0.100 -0.142
0.042 -0.043 -0.073
-0.015 -0.176 -0.115
0.476 0.166 0.132
-0.457 -0.261 0.217
-0.273 0.072 -0.173

Properties
* energy above the lowest of the compared OMol25 structures with the same formula, charge and spin: 0.000 eV
* net charge: 0
* multiplicity: 1
* structure (SMILES): CC[C@H](C)O.O.O.O.O.O.O.O.O.O.O.O
* Kohn-Sham gap: 10.0 eV
* E_tot: -29238.0129 eV